(1)
The following is a DFT calculation (ωB97M-V with the def2-TZVPD basis set) of a molecular structure, C35H39BaN6O2Se2.

Geometry as XYZ:
```
85
Properties=species:S:1:pos:R:3:forces:R:3
Ba 0.0570 -0.1562 0.2193 0.68 0.26 0.24
C 2.6029 -1.1941 2.6583 0.03 0.00 0.02
N 1.5102 -0.5479 3.3823 0.01 -0.01 0.00
C 2.0214 0.5934 4.1348 0.03 0.01 0.01
C 2.1554 1.8678 3.3073 0.03 0.03 0.02
C 0.8395 2.6264 3.1235 0.02 0.00 -0.02
N 0.1700 2.3878 1.8430 -0.21 -0.03 -0.09
C -0.6142 3.3293 1.4804 0.10 -0.10 0.10
C -1.4629 3.4156 0.3050 -0.09 0.04 -0.15
C -2.5736 4.2659 0.4145 -0.06 0.03 0.03
C -3.4913 4.4328 -0.5988 0.03 -0.01 0.00
C -3.2681 3.7501 -1.8053 0.02 -0.02 0.01
C -2.1665 2.9510 -1.9721 -0.05 0.06 -0.01
C -1.1999 2.7456 -0.9366 -0.02 0.02 -0.08
O -0.1749 2.0203 -1.1465 -0.12 -0.23 0.21
C 0.8931 -1.5349 4.2602 -0.02 -0.02 0.00
C -0.4980 -1.1592 4.7621 0.05 -0.02 -0.04
C -1.4268 -0.7282 3.6243 -0.01 0.05 0.01
N -1.2140 -1.5353 2.4421 0.03 -0.04 -0.36
C -1.8909 -2.6025 2.2958 -0.15 0.09 0.02
C -1.7827 -3.5680 1.2165 -0.08 -0.08 -0.02
C -2.8143 -4.5200 1.1437 0.00 -0.01 0.01
C -2.8451 -5.5238 0.2029 0.01 0.00 0.00
C -1.7702 -5.6103 -0.6959 0.02 -0.01 0.01
C -0.7376 -4.7109 -0.6542 0.01 -0.02 -0.02
C -0.6851 -3.6258 0.2847 0.01 -0.01 -0.15
O 0.2781 -2.7975 0.2424 -0.27 0.12 0.10
H 3.2890 -1.7057 3.3556 -0.01 -0.01 0.00
H 3.1807 -0.4581 2.1039 -0.02 0.00 0.01
H 2.2085 -1.9283 1.9531 0.00 -0.01 0.00
H 2.9941 0.3317 4.5881 -0.01 0.00 -0.01
H 1.3404 0.7950 4.9673 0.00 0.00 0.00
H 2.5957 1.6567 2.3281 -0.01 -0.01 -0.01
H 2.8582 2.5249 3.8276 0.00 0.00 0.00
H 1.0236 3.7012 3.2378 -0.01 0.00 0.01
H 0.1509 2.3409 3.9308 0.01 -0.01 0.00
H -0.7189 4.2030 2.1450 0.02 0.00 0.00
H -2.7140 4.8015 1.3502 0.00 -0.01 0.00
H -4.3462 5.0837 -0.4723 -0.01 0.00 -0.01
H -3.9700 3.8663 -2.6249 0.00 0.00 0.00
H -1.9759 2.4404 -2.9087 -0.01 0.00 -0.01
H 1.5494 -1.7546 5.1220 0.00 0.00 -0.01
H 0.8091 -2.4586 3.6861 -0.01 0.01 0.00
H -0.4575 -0.3629 5.5110 0.00 0.00 0.00
H -0.9123 -2.0405 5.2617 -0.01 0.00 0.00
H -1.1902 0.3061 3.3590 -0.07 0.03 0.00
H -2.4748 -0.7644 3.9565 0.01 -0.01 0.04
H -2.6751 -2.8558 3.0315 0.03 0.05 0.04
H -3.6212 -4.4457 1.8678 0.00 0.00 0.00
H -3.6586 -6.2363 0.1738 0.00 0.00 0.00
H -1.7535 -6.4039 -1.4363 0.00 0.00 0.00
H 0.0960 -4.7809 -1.3436 0.00 -0.01 0.00
C 3.2827 2.8869 -6.0088 0.01 0.01 -0.01
C 3.2680 2.2361 -4.6504 0.00 0.01 0.01
C 3.3546 0.8606 -4.5069 -0.02 0.00 -0.01
C 3.3402 0.2462 -3.2560 0.02 0.01 0.01
C 3.4324 -1.2520 -3.1754 0.02 0.01 -0.01
C 3.2410 1.0298 -2.0968 -0.09 0.06 -0.02
Se 3.2379 0.2089 -0.3702 0.14 -0.05 -0.04
C 3.1428 2.4276 -2.2289 0.00 -0.02 -0.01
C 3.0088 3.3109 -1.0216 0.02 0.02 -0.05
C 3.1627 3.0004 -3.4943 -0.02 -0.02 0.01
H 3.2664 2.1375 -6.8017 0.00 0.00 0.00
H 4.1769 3.5000 -6.1497 0.00 0.00 0.00
H 2.4177 3.5398 -6.1464 0.00 0.00 0.00
H 3.4316 0.2379 -5.3946 0.00 0.00 0.00
H 3.4629 -1.6898 -4.1757 0.00 0.00 0.00
H 2.5884 -1.6691 -2.6220 0.00 -0.01 0.00
H 4.3233 -1.5576 -2.6229 -0.01 0.00 0.01
H 2.1433 3.0108 -0.4292 -0.02 -0.02 0.01
H 2.8895 4.3540 -1.3227 0.01 0.00 0.00
H 3.8908 3.2213 -0.3823 -0.03 -0.01 0.04
H 3.0764 4.0805 -3.5772 0.00 0.00 -0.01
Se -4.5282 -0.3559 0.7937 -0.02 -0.06 -0.07
N -5.0881 -1.7170 -0.2083 0.00 0.03 0.05
C -4.1321 -1.9494 -1.0807 0.01 0.05 0.04
C -4.1229 -2.9912 -2.0602 -0.02 -0.02 -0.01
C -3.0331 -3.0863 -2.8506 -0.01 0.00 0.00
C -1.9361 -2.1666 -2.6987 -0.01 -0.01 0.03
N -1.8928 -1.2007 -1.8386 0.12 -0.07 0.07
C -2.9783 -1.0821 -1.0092 -0.02 -0.13 -0.04
N -2.9966 -0.1706 -0.0640 0.00 0.11 0.08
H -4.9573 -3.6756 -2.1255 0.00 0.00 0.00
H -2.9462 -3.8671 -3.5934 0.00 0.00 0.00
H -1.0654 -2.2851 -3.3358 0.00 0.01 0.00
```
Positions in Å, forces in eV/Å.

Results
Orbital gap, eV: 4.53
Highest occupied orbital energy, eV: -3.753
E_LUMO, eV: 0.78
Max |F|, Eh/bohr: 0.0149
Charge: -1
Total energy, eV: -181354.551
Relative energy (zero: lowest compared OMol25 entry of this formula, charge and spin), kJ/mol: 0.0


(2)
The following is a DFT calculation (ωB97M-V with the def2-TZVPD basis set) of a molecular structure, C35H39F5GeNO2PS4Sn at a distorted geometry.

Geometry as XYZ:
```
89
Properties=species:S:1:pos:R:3:forces:R:3
Sn -0.7276 0.6785 1.0471 -0.13 0.76 0.64
C -0.0654 2.8203 -2.5238 0.07 -0.42 0.21
C -1.5085 3.2646 -2.7076 -0.06 -0.07 0.09
S -2.6147 2.6823 -1.3859 0.05 -0.46 -0.27
C -4.1082 2.2287 -2.3214 -0.05 0.26 0.06
C -3.9168 0.9235 -3.0556 0.02 -0.37 -0.04
S -2.9525 -0.2181 -1.9926 0.18 0.60 -0.13
C -1.6619 -0.7964 -3.1395 -0.16 0.11 0.17
C -0.6585 0.2577 -3.5802 0.24 0.21 0.29
S 0.1934 1.0484 -2.1761 -0.05 0.28 -0.38
H 0.5084 3.0743 -3.4141 -0.03 0.18 0.03
H 0.3842 3.3113 -1.6599 0.01 0.12 -0.07
H -1.5440 4.3579 -2.6740 -0.12 0.00 0.00
H -1.9308 2.9415 -3.6575 0.01 0.02 -0.02
H -4.8900 2.1458 -1.5665 -0.01 0.06 0.01
H -4.3687 3.0424 -3.0002 -0.06 0.03 0.07
H -4.8776 0.4594 -3.2760 0.01 0.01 -0.11
H -3.3732 1.0436 -3.9907 0.00 0.05 0.00
H -1.1529 -1.6024 -2.6108 -0.06 -0.06 -0.01
H -2.1704 -1.2155 -4.0100 -0.01 -0.10 0.03
H 0.1109 -0.2158 -4.1906 -0.12 -0.07 -0.10
H -1.1325 1.0358 -4.1750 0.03 -0.04 -0.09
S 3.2066 1.6796 3.7640 -0.18 -0.12 -0.16
C 2.3063 0.4072 4.4672 0.05 0.04 -0.02
C 1.3946 -0.0634 3.5827 0.05 -0.09 0.07
N 1.4025 0.5698 2.3621 -0.37 0.07 0.01
C 2.3157 1.5132 2.3309 0.07 0.05 0.03
H 2.4824 0.0901 5.4819 0.01 -0.03 0.00
H 0.6954 -0.8673 3.7618 -0.01 0.03 0.05
H 2.4880 2.1352 1.4646 -0.01 0.08 0.04
F -0.9622 6.8854 4.8966 -0.02 -0.02 -0.03
C -0.9564 5.8891 4.0274 0.01 -0.17 -0.08
C -0.6499 4.5991 4.4450 -0.03 0.20 0.03
F -0.3669 4.3570 5.7193 -0.01 -0.02 -0.03
C -0.6399 3.5696 3.5255 -0.05 -0.18 -0.46
F -0.3569 2.3024 3.9155 -0.06 0.09 0.12
C -0.9176 3.7653 2.1710 -0.02 0.75 0.92
O -0.8838 2.7841 1.2856 0.05 -1.81 -0.94
C -1.2365 5.0730 1.7865 0.07 -0.51 -0.18
F -1.5224 5.2859 0.4867 0.00 0.11 0.10
C -1.2597 6.1193 2.6888 0.03 0.06 0.18
F -1.5704 7.3413 2.2856 0.02 -0.04 -0.03
C -5.0112 -0.1224 1.7401 0.17 -0.16 0.24
P -3.7229 -0.6146 2.9035 0.00 0.11 0.13
C -3.8848 0.3384 4.4170 -0.07 -0.14 -0.25
C -3.9340 -2.3526 3.3143 -0.05 0.30 -0.05
O -2.3550 -0.3775 2.2537 0.54 0.29 -0.16
H -5.9968 -0.1530 2.2033 -0.02 0.02 -0.02
H -4.9917 -0.8016 0.8871 -0.02 -0.01 0.00
H -4.7920 0.8908 1.4020 -0.06 0.04 0.05
H -4.8608 0.1714 4.8734 0.00 0.01 0.02
H -3.7644 1.3992 4.1973 -0.01 0.01 0.00
H -3.1053 0.0268 5.1120 0.00 0.01 0.01
H -4.9389 -2.5194 3.7042 0.00 -0.03 0.01
H -3.2078 -2.6296 4.0780 0.00 0.00 0.00
H -3.7838 -2.9692 2.4293 -0.02 0.01 -0.02
C -0.0414 -3.9444 -0.1628 0.49 0.23 -0.17
Ge 1.7279 -3.2626 -0.6854 -0.04 -0.45 -0.38
C 3.2273 -3.5938 0.5239 -0.57 0.40 -0.47
C 3.8098 -4.8589 0.4943 -0.12 0.01 -0.06
C 4.8491 -5.1424 1.3673 0.05 -0.04 0.00
C 5.3072 -4.1715 2.2475 -0.06 -0.02 -0.03
C 4.7260 -2.9106 2.2634 0.01 0.07 0.06
C 3.6809 -2.6138 1.4038 -0.06 -0.01 -0.05
C 1.7951 -2.6126 -2.5163 -0.04 -0.18 1.01
C 1.1288 -3.3914 -3.4426 -0.05 0.05 0.20
C 1.2725 -3.1256 -4.8138 0.01 -0.03 -0.19
C 2.0674 -2.0885 -5.2325 -0.02 -0.12 0.09
C 2.7532 -1.2654 -4.3063 0.07 0.02 0.20
C 3.5839 -0.1968 -4.7204 -0.01 0.08 0.01
C 4.2086 0.5985 -3.7987 -0.03 0.00 -0.17
C 4.0427 0.3595 -2.4208 -0.04 -0.10 0.11
C 3.2622 -0.6784 -1.9945 0.09 -0.06 0.05
C 2.6111 -1.5213 -2.9169 0.11 0.05 -0.19
H -0.0213 -5.0359 -0.1999 0.03 -0.03 0.06
H -0.8275 -3.5793 -0.8207 0.06 -0.01 -0.06
H -0.2525 -3.6446 0.8640 0.07 -0.06 0.04
H 3.4693 -5.6177 -0.2012 0.03 -0.06 0.04
H 5.3014 -6.1245 1.3561 0.02 0.00 -0.01
H 6.1174 -4.4007 2.9258 0.02 0.00 -0.01
H 5.0878 -2.1547 2.9475 0.01 -0.01 0.01
H 3.2197 -1.6319 1.4255 0.07 0.03 0.05
H 0.5189 -4.2297 -3.1208 -0.06 0.01 -0.08
H 0.7752 -3.7612 -5.5338 -0.01 0.02 -0.02
H 2.1874 -1.8897 -6.2905 0.00 -0.01 -0.02
H 3.7265 -0.0293 -5.7805 -0.02 0.05 -0.01
H 4.8416 1.4127 -4.1247 0.01 -0.02 -0.01
H 4.5441 0.9990 -1.7064 0.03 -0.03 0.01
H 3.1373 -0.8828 -0.9322 0.07 0.13 0.02
```
Positions in Å, forces in eV/Å.

Results
Orbital gap (alpha / beta), eV: 5.74 / 3.63
Highest occupied orbital energy (alpha / beta), eV: -14.691 / -14.689
E_LUMO (alpha / beta), eV: -8.95 / -11.06
Max |F|, Eh/bohr: 0.0397
Multiplicity: 2
Charge: +3
Total energy, eV: -171052.689
Relative energy (zero: lowest compared OMol25 entry of this formula, charge and spin), kJ/mol: 144.5